69
Properties=species:S:1:pos:R:3 method="wB97M-V/def2-TZVPD" total_energy_ha=-1759.35608 total_charge=+1 e_homo_ev=-11.88
Hg -6.010 -1.414 -2.154
C -1.407 -0.148 0.757
C -1.458 -0.262 -0.765
O -2.808 0.012 -1.132
H -0.379 -0.353 1.056
H -2.095 -0.821 1.268
H -1.557 0.899 1.022
H -1.085 -1.188 -1.204
H -0.914 0.611 -1.126
C 2.638 -2.706 -3.767
C 2.425 -1.508 -4.680
O 2.104 -2.013 -5.953
O 3.996 -3.185 -3.900
H 1.814 -3.358 -4.056
H 2.405 -2.359 -2.760
H 3.272 -0.837 -4.828
H 1.500 -1.010 -4.391
H 2.926 -2.071 -6.446
H 4.513 -2.505 -3.461
C 2.478 -2.034 3.425
C 3.162 -2.971 2.385
O 3.022 -4.313 2.724
O 3.232 -2.063 4.589
H 1.437 -2.355 3.463
H 2.419 -0.980 3.155
H 4.215 -2.756 2.206
H 2.618 -2.798 1.457
H 2.084 -4.465 2.855
H 3.372 -3.000 4.744
C 4.906 3.074 0.720
C 3.727 2.373 -0.024
O 4.132 2.114 -1.329
O 5.069 4.397 0.174
H 5.800 2.474 0.548
H 4.593 3.121 1.763
H 2.846 3.015 -0.026
H 3.534 1.424 0.477
H 3.563 2.658 -1.878
H 4.553 4.426 -0.635
C -2.635 -0.770 6.847
C -3.592 0.199 5.988
O -4.942 -0.211 6.069
O -2.803 -0.554 8.235
H -1.584 -0.531 6.687
H -2.890 -1.737 6.414
H -3.296 0.331 4.947
H -3.499 1.181 6.452
H -5.553 0.439 6.424
H -1.964 -0.469 8.694
C -2.406 5.138 -2.185
O -2.372 6.314 -2.507
N -3.099 4.212 -2.856
N -1.669 4.660 -1.200
H -3.205 3.269 -2.511
H -3.450 4.618 -3.712
H -1.613 3.653 -1.258
H -1.061 5.282 -0.686
O -4.573 2.368 1.114
H -3.957 1.794 0.658
H -5.379 2.311 0.600
O -2.329 -1.790 -5.352
H -2.852 -2.557 -5.119
H -2.028 -1.440 -4.513
O -2.088 1.653 -5.691
H -2.302 1.612 -4.759
H -1.971 0.739 -5.951
O -0.331 -5.473 -1.383
H -0.815 -4.983 -2.048
H -0.384 -6.385 -1.670